(1)
Entry from OMol25: a 2-piece molecular cluster, C4H12NO2 overall (ωB97M-V/def2-TZVPD).

```
19
Properties=species:S:1:pos:R:3
C 0.43 1.82 0.67
C 0.39 0.77 -0.41
C -0.97 0.54 -1.04
C -0.85 -0.57 -2.09
O -1.31 -1.65 -1.89
N 0.96 -0.54 0.15
H -0.05 1.55 1.60
H -0.01 2.72 0.23
H 1.44 2.18 0.92
H 1.11 1.07 -1.17
H -1.30 1.47 -1.52
H -1.79 0.35 -0.36
H -0.25 -0.26 -2.97
H 0.55 -1.30 -0.36
H 0.59 -0.66 1.10
H 1.96 -0.56 0.09
H -1.11 -2.33 2.43
H 0.48 -2.39 2.62
O -0.25 -2.23 2.01
```

Results
- highest occupied orbital energy (eV) = -14.0
- M (g/mol) = 106.145
- relative energy (zero: lowest compared OMol25 entry of this formula, charge and spin) (kJ/mol) = 125.4
- total charge = +1

***

(2)
Entry from OMol25: a 3-piece molecular cluster, C4H12NO2 overall (ωB97M-V/def2-TZVPD).

```
19
Properties=species:S:1:pos:R:3
C -2.67 -0.28 -0.23
C -1.51 -0.80 0.53
C -1.41 -1.97 1.20
C 0.49 0.52 0.27
N -0.55 0.23 0.98
H -3.47 0.09 0.42
H -3.07 -0.98 -1.01
H -2.31 0.56 -0.87
H -0.57 -2.00 1.89
H -1.56 -2.96 0.82
H 0.87 -0.33 -0.32
H 0.84 1.51 -0.04
H -1.07 1.05 1.28
H 0.37 2.74 -2.84
H 1.62 1.96 -2.25
O 0.81 2.44 -2.04
H 4.84 -0.40 0.15
H 4.34 -0.94 1.41
O 4.01 -0.45 0.64
```

Results
- highest occupied orbital energy (eV) = -14.3
- M (g/mol) = 106.145
- relative energy (zero: lowest compared OMol25 entry of this formula, charge and spin) (kJ/mol) = 347.7
- total charge = +1

***

- Which formula does entry 2 have?
  C4H12NO2

***

- highest occupied orbital energy of number 2 (C4H12NO2)?
  -14.3 eV

***

- Which formula does entry 2 have?
  C4H12NO2